{
  "formula": "C2H3Cl2O2S",
  "method": "ωB97M-V/def2-TZVPD",
  "lumo_ev": 3.32,
  "charge": -1,
  "e_homo_ev": -4.66,
  "elements": ["C", "C", "O", "O", "S", "Cl", "Cl", "H", "H", "H"],
  "positions_angstrom": [[-0.080, -0.094, -0.014], [-1.252, -1.074, 0.393], [-2.344, 1.127, 1.065], [-1.779, -1.374, 1.563], [-2.867, -0.196, 0.674], [-4.965, 0.763, -0.424], [-1.179, -2.473, -0.704], [0.731, -0.524, -0.650], [0.230, 0.595, 0.862], [-0.530, 0.583, -0.623]],
  "lowdin_charge": [-0.119, -1.103, -0.555, -0.313, 0.763, -0.439, 0.578, 0.067, 0.107, 0.013]
}

---

{
  "formula": "C2H3Cl2P",
  "method": "ωB97M-V/def2-TZVPD",
  "lumo_ev": -0.29,
  "e_homo_ev": -9.53,
  "elements": ["Cl", "C", "C", "P", "Cl", "H", "H", "H"],
  "positions_angstrom": [[0.861, 0.488, 2.340], [0.610, 0.738, 0.558], [-0.223, -0.292, -0.167], [-0.350, -0.419, -1.837], [-1.777, -1.906, -1.900], [1.578, 0.774, 0.286], [-0.063, 1.603, 0.322], [-0.637, -0.987, 0.398]],
  "lowdin_charge": [0.513, -0.633, -0.565, 0.540, 0.082, 0.004, 0.093, -0.035]
}

---

{
  "formula": "C2H3Cl2PS",
  "method": "ωB97M-V/def2-TZVPD",
  "lumo_ev": 0.61,
  "e_homo_ev": -9.64,
  "elements": ["S", "P", "Cl", "Cl", "H", "C", "C", "H", "H"],
  "positions_angstrom": [[1.186, 1.300, -0.927], [2.129, 0.145, 0.593], [3.982, 0.899, 0.488], [2.405, -1.630, -0.336], [-0.029, 1.122, -0.409], [-1.970, -0.467, 0.544], [-2.866, -0.444, -0.247], [-1.165, -0.458, 1.215], [-3.672, -0.467, -0.920]],
  "lowdin_charge": [0.299, -0.277, 0.120, 0.094, -0.248, -0.016, 0.015, 0.000, 0.013]
}

---

{
  "formula": "C2H3Cl3N2",
  "method": "ωB97M-V/def2-TZVPD",
  "lumo_ev": [-1.65, -1.64],
  "e_homo_ev": [-9.27, -9.27],
  "elements": ["C", "C", "N", "N", "Cl", "Cl", "Cl", "H", "H", "H"],
  "positions_angstrom": [[0.245, 0.346, -0.231], [-0.120, -0.858, 0.034], [-2.308, -0.677, -0.560], [-2.672, 0.448, -0.165], [-3.029, -2.155, -0.003], [-3.047, 0.639, 1.618], [-4.220, 1.056, -0.968], [1.219, 0.769, -0.206], [-0.297, 1.226, -0.485], [0.049, -1.856, 0.431]],
  "lowdin_charge": [-0.035, 0.135, -0.653, -0.955, 0.480, 0.392, 0.424, 0.069, 0.067, 0.077]
}

---

{
  "formula": "C2H3Cl5",
  "method": "ωB97M-V/def2-TZVPD",
  "lumo_ev": 0.52,
  "e_homo_ev": -10.88,
  "elements": ["Cl", "C", "Cl", "Cl", "H", "Cl", "C", "Cl", "H", "H"],
  "positions_angstrom": [[1.471, -1.240, -1.018], [-0.157, -1.881, -0.815], [-1.367, -0.792, -1.508], [-0.493, -2.199, 0.885], [-0.213, -2.819, -1.347], [0.456, 2.447, 2.282], [0.060, 1.670, 0.745], [0.871, 2.424, -0.626], [0.381, 0.639, 0.799], [-1.008, 1.751, 0.605]],
  "lowdin_charge": [0.544, -1.538, 0.536, 0.539, 0.008, 0.511, -1.070, 0.498, -0.046, 0.018]
}

---

{
  "formula": "C2H3ClF2N2",
  "method": "ωB97M-V/def2-TZVPD",
  "lumo_ev": 0.69,
  "e_homo_ev": -9.75,
  "elements": ["H", "N", "C", "N", "C", "F", "F", "Cl", "H", "H"],
  "positions_angstrom": [[-2.218, -0.820, -0.206], [-1.217, -1.077, -0.282], [-0.345, -0.192, 0.047], [-0.463, 0.868, 0.818], [1.007, -0.405, -0.466], [1.299, -1.533, -1.035], [1.989, -0.331, 0.370], [1.002, 0.958, -1.658], [0.253, 1.535, 1.091], [-1.307, 0.998, 1.322]],
  "lowdin_charge": [0.067, 0.143, -0.605, 0.134, -0.934, 0.120, 0.123, 0.725, 0.120, 0.106]
}

---

{
  "formula": "C2H3ClF2N2S",
  "method": "ωB97M-V/def2-TZVPD",
  "lumo_ev": -0.12,
  "e_homo_ev": -9.15,
  "elements": ["N", "N", "C", "S", "C", "F", "F", "Cl", "H", "H", "H"],
  "positions_angstrom": [[-1.169, -0.555, -0.956], [-0.034, -1.007, -0.293], [0.857, -0.221, 0.372], [2.332, -0.708, 0.822], [0.318, 1.143, 0.760], [-0.925, 1.056, 1.234], [1.026, 1.775, 1.691], [0.257, 2.238, -0.713], [-1.936, -1.025, -0.536], [-1.086, -0.762, -1.960], [0.360, -1.934, -0.423]],
  "lowdin_charge": [0.033, -0.108, -0.833, 0.741, -0.923, 0.062, 0.045, 0.663, 0.083, 0.111, 0.125]
}

---

{
  "formula": "C2H3ClF2O",
  "method": "ωB97M-V/def2-TZVPD",
  "lumo_ev": [0.86, -2.56],
  "s_squared": 2.005,
  "spin_multiplicity": 3,
  "e_homo_ev": [-8.52, -11.38],
  "elements": ["C", "C", "O", "F", "F", "Cl", "H", "H", "H"],
  "positions_angstrom": [[1.279, -0.070, -0.878], [-1.777, 0.023, 1.178], [0.887, 1.116, -0.437], [0.915, -1.106, -0.025], [-2.142, 0.648, 2.287], [-2.084, -1.647, 1.310], [2.350, 0.065, -1.106], [0.668, -0.233, -1.848], [-0.096, 1.205, -0.482]],
  "lowdin_charge": [-0.351, -0.526, -0.014, -0.047, -0.066, 0.629, 0.132, 0.144, 0.099]
}

---

{
  "formula": "C2H3ClF2O2S",
  "method": "ωB97M-V/def2-TZVPD",
  "lumo_ev": [-0.17, -4.01],
  "s_squared": 2.014,
  "spin_multiplicity": 3,
  "e_homo_ev": [-8.40, -11.82],
  "elements": ["C", "C", "O", "O", "F", "F", "S", "Cl", "H", "H", "H"],
  "positions_angstrom": [[0.065, 0.301, 0.374], [-0.618, -0.574, -0.629], [-3.703, 1.278, -1.016], [-2.795, 1.166, 1.316], [0.329, 1.541, -0.086], [-0.860, -1.773, -0.206], [-3.036, 0.564, -0.027], [-4.129, -1.253, 0.510], [-0.669, 0.531, 1.332], [1.122, -0.014, 0.539], [-0.379, -0.420, -1.757]],
  "lowdin_charge": [-0.258, -0.247, -0.327, -0.390, -0.048, 0.045, 0.539, 0.241, 0.150, 0.138, 0.155]
}

---

{
  "formula": "C2H3ClFO2S",
  "method": "ωB97M-V/def2-TZVPD",
  "lumo_ev": 3.64,
  "charge": -1,
  "e_homo_ev": -3.85,
  "elements": ["C", "C", "O", "O", "F", "S", "Cl", "H", "H", "H"],
  "positions_angstrom": [[-0.412, -0.981, 1.565], [-0.968, -0.710, 0.175], [-1.798, 1.443, -0.860], [-3.194, 0.897, 1.082], [1.082, -0.939, 1.403], [-2.588, 0.425, -0.205], [-1.284, -2.312, -0.660], [-0.642, -2.036, 1.998], [-0.704, -0.111, 2.153], [-0.095, -0.312, -0.355]],
  "lowdin_charge": [-0.214, -0.758, -0.563, -0.576, -0.177, 0.591, 0.425, 0.123, 0.096, 0.054]
}

---

{
  "formula": "C2H3ClFP",
  "method": "ωB97M-V/def2-TZVPD",
  "lumo_ev": -1.12,
  "e_homo_ev": -9.02,
  "elements": ["C", "C", "F", "P", "Cl", "H", "H", "H"],
  "positions_angstrom": [[-0.192, -0.946, 1.813], [-0.634, 1.025, -1.827], [1.230, -0.379, -0.316], [-0.120, 0.141, 0.521], [0.469, 0.842, -3.008], [-1.080, -0.873, 2.311], [0.496, -1.699, 1.856], [-0.169, 1.890, -1.351]],
  "lowdin_charge": [-0.263, -0.642, -0.410, 0.911, 0.611, -0.054, -0.036, -0.116]
}

---

{
  "formula": "C2H3ClN",
  "method": "ωB97M-V/def2-TZVPD",
  "lumo_ev": -5.16,
  "charge": 1,
  "e_homo_ev": -17.33,
  "elements": ["C", "C", "N", "Cl", "H", "H", "H"],
  "positions_angstrom": [[1.022, 0.014, 0.008], [-0.408, -0.097, 0.123], [-1.539, 0.054, -0.020], [-3.153, -0.011, 0.020], [1.600, -0.155, 0.978], [1.228, 0.958, -0.491], [1.250, -0.763, -0.618]],
  "lowdin_charge": [0.042, 0.005, -0.328, 0.918, 0.158, 0.128, 0.077]
}